DFT (ωB97M-V/def2-TZVPD) results for a cluster of 13 separate species, C40H113N7O13 in total.

Cartesian coordinates (Å):
C -4.813 0.204 0.625
C -4.727 -1.223 1.186
C -5.938 -1.589 1.983
O -5.787 -2.871 2.571
C -5.456 -2.873 3.928
N -4.586 -2.071 -0.015
H -4.915 0.903 1.463
H -5.695 0.429 0.021
H -3.954 0.466 0.010
H -3.853 -1.325 1.831
H -6.882 -1.629 1.426
H -6.210 -0.810 2.714
H -6.156 -2.345 4.588
H -4.482 -2.404 4.120
H -5.431 -3.894 4.306
H -4.761 -3.059 0.116
H -5.218 -1.731 -0.735
C -0.055 -6.334 1.695
C 1.193 -5.507 2.009
C 0.893 -4.358 3.027
O 2.022 -3.791 3.620
C 2.739 -2.976 2.710
N 2.195 -6.401 2.566
H 0.119 -7.001 0.851
H -0.917 -5.719 1.428
H -0.307 -6.961 2.553
H 1.556 -5.132 1.049
H 0.331 -4.894 3.795
H 0.255 -3.630 2.512
H 2.214 -2.078 2.379
H 3.003 -3.570 1.827
H 3.712 -2.713 3.123
H 1.948 -6.987 3.354
H 2.951 -5.842 2.955
C -1.200 1.367 -1.283
C -0.114 1.744 -0.259
C 0.469 0.577 0.515
O 1.574 1.054 1.291
C 1.228 1.214 2.649
N 0.876 2.587 -0.978
H -1.997 0.887 -0.707
H -0.775 0.647 -1.988
H -1.535 2.228 -1.853
H -0.633 2.439 0.412
H 0.962 -0.118 -0.172
H -0.314 0.037 1.054
H 0.380 1.897 2.786
H 2.066 1.597 3.232
H 0.952 0.263 3.120
H 1.445 2.866 -0.175
H 1.506 2.208 -1.672
C -0.405 0.482 -5.438
C -0.283 -0.462 -6.627
C 0.608 0.012 -7.759
O 1.089 -1.087 -8.514
C 1.527 -0.717 -9.788
N 0.083 -1.804 -6.101
H -0.835 0.071 -4.528
H -0.891 1.422 -5.706
H 0.614 0.789 -5.178
H -1.243 -0.684 -7.116
H 1.498 0.529 -7.371
H 0.065 0.707 -8.407
H 2.311 0.051 -9.807
H 0.666 -0.468 -10.415
H 2.062 -1.544 -10.264
H 0.125 -2.397 -6.922
H -0.647 -2.095 -5.465
C 6.404 -2.215 8.331
C 6.270 -1.747 6.888
C 4.779 -1.556 6.561
O 4.600 -1.113 5.240
C 3.325 -0.603 4.977
N 7.113 -0.539 6.641
H 5.718 -3.015 8.615
H 6.189 -1.398 9.027
H 7.408 -2.577 8.554
H 6.562 -2.520 6.171
H 4.239 -0.906 7.264
H 4.324 -2.553 6.658
H 3.064 0.251 5.624
H 2.539 -1.306 5.284
H 3.221 -0.275 3.950
H 7.038 -0.057 7.536
H 6.533 -0.007 5.991
C 1.941 -2.328 -1.037
C 1.285 -2.022 -2.379
C 2.330 -1.584 -3.395
O 2.838 -0.323 -2.999
C 3.962 0.050 -3.773
N 0.582 -3.256 -2.787
H 2.817 -1.732 -0.775
H 2.362 -3.339 -1.055
H 1.141 -2.332 -0.294
H 0.538 -1.225 -2.320
H 1.895 -1.567 -4.406
H 3.144 -2.317 -3.516
H 4.728 -0.730 -3.682
H 4.370 0.966 -3.349
H 3.702 0.176 -4.828
H 0.167 -2.970 -3.675
H 1.278 -3.966 -3.001
C -3.153 -1.003 -3.060
C -4.519 -1.388 -3.609
C -4.683 -2.914 -3.639
O -4.307 -3.413 -4.914
C -5.319 -3.377 -5.869
N -5.537 -0.726 -2.801
H -3.051 -1.314 -2.013
H -3.037 0.082 -2.992
H -2.272 -1.453 -3.520
H -4.544 -1.031 -4.645
H -5.726 -3.175 -3.418
H -4.054 -3.409 -2.900
H -5.781 -2.391 -6.017
H -6.212 -3.999 -5.701
H -4.914 -3.753 -6.807
H -6.506 -0.981 -2.950
H -5.485 0.250 -3.083
C -5.650 3.860 -1.144
C -4.274 4.417 -1.517
O -3.622 5.027 -0.448
H -6.008 3.243 -1.977
H -6.434 4.613 -1.046
H -5.674 3.204 -0.273
H -4.437 5.105 -2.360
H -3.717 3.577 -1.953
H -2.658 4.947 -0.595
C 4.729 4.616 -3.452
C 3.460 4.314 -2.653
O 3.167 5.343 -1.735
H 5.519 4.915 -2.756
H 4.568 5.460 -4.121
H 5.161 3.756 -3.967
H 3.538 3.337 -2.162
H 2.632 4.224 -3.360
H 3.644 5.145 -0.918
C 0.459 -1.154 5.134
C -0.572 -1.809 4.240
O -0.173 -1.456 2.884
H 0.374 -0.074 5.237
H 1.483 -1.386 4.839
H 0.369 -1.621 6.120
H -1.633 -1.695 4.475
H -0.468 -2.901 4.222
H -0.770 -1.922 2.286
C -1.934 1.240 3.060
C -2.118 2.576 2.342
O -1.766 3.596 3.266
H -0.909 1.205 3.435
H -2.036 0.412 2.352
H -2.608 1.039 3.891
H -3.187 2.573 2.097
H -1.497 2.679 1.448
H -2.367 4.339 3.143
C 3.063 5.312 2.680
C 4.356 4.817 1.991
O 3.995 4.136 0.793
H 3.267 6.080 3.427
H 2.523 4.479 3.116
H 2.524 5.790 1.860
H 4.851 4.133 2.686
H 5.017 5.637 1.711
H 4.179 3.196 0.858
C -0.600 5.722 1.195
C -0.201 5.798 -0.270
O -0.898 4.838 -1.054
H 0.040 6.326 1.845
H -0.390 4.744 1.654
H -1.668 5.876 1.334
H 0.871 5.699 -0.447
H -0.573 6.761 -0.624
H -0.477 3.956 -1.048

Summary:
**Orbital gap**: 9.4 eV
**Charge**: 0
**Multiplicity**: 1
**HOMO**: -8.910 eV
**Energy above the lowest of the compared OMol25 structures with the same formula, charge and spin**: 3.5849 eV
**Energy**: -80352.964 eV